The following is a quantum chemistry calculation of a structure of composition C19H24NO2OsS4, from the Open Molecules 2025 dataset.

- Strongest force on any atom: 0.83 eV/Å
- Orbital gap (alpha / beta): 5.164 / 5.068 eV
- Energy above the lowest of the compared OMol25 structures with the same formula, charge and spin: 67.4 kJ/mol

Geometry as ORCA input:
```
! wB97M-V def2-TZVPD RIJCOSX def2/J DEFGRID3
* xyz 3 1
Os -0.4188 -0.3259 1.4806
C 1.9302 -0.5082 3.8853
C 2.6028 -0.2525 2.5546
S 1.7329 -0.9799 1.1353
C 1.8579 -2.7687 1.5381
C 0.5419 -3.4503 1.2754
S -0.8472 -2.5695 2.0297
C -0.5027 -2.7386 3.8179
C -0.7045 -1.4286 4.5480
S 0.1765 -0.0495 3.7760
H 2.3908 0.1200 4.6484
H 2.0062 -1.5398 4.2232
H 3.6287 -0.6295 2.5470
H 2.6522 0.8128 2.3231
H 2.2020 -2.8641 2.5657
H 2.6288 -3.1963 0.8951
H 0.5448 -4.4872 1.6174
H 0.2988 -3.4606 0.2112
H 0.4970 -3.1508 3.9416
H -1.2122 -3.4748 4.1987
H -0.4009 -1.5024 5.5934
H -1.7506 -1.1175 4.5340
N -1.0208 1.7795 1.5868
C -1.3650 2.4544 0.3116
C -0.3400 2.9641 -0.4590
C -0.6618 3.6192 -1.6449
C -1.9872 3.7341 -2.0412
C -2.9984 3.1997 -1.2543
C -2.6905 2.5565 -0.0579
H -1.8334 1.8069 2.2069
H -0.3055 2.3238 2.0656
H 0.6934 2.8874 -0.1349
H 0.1248 4.0608 -2.2429
H -2.2351 4.2637 -2.9512
H -4.0335 3.3042 -1.5512
H -3.4842 2.1670 0.5718
O 1.9615 0.6704 -6.2676
C 0.7789 0.1350 -5.9794
O 0.0292 -0.2159 -6.8417
C 0.3278 -0.0473 -4.5401
C -0.9567 -0.5941 -4.3720
C -1.4555 -0.7897 -3.1157
C -0.6602 -0.4337 -1.9781
S -1.3756 -0.7084 -0.4958
C 0.6418 0.1297 -2.1585
C 1.1182 0.3176 -3.4233
H 2.5078 0.8935 -5.5078
H -1.5316 -0.8543 -5.2508
H -2.4431 -1.2107 -2.9722
H 1.2341 0.4069 -1.2979
H 2.1061 0.7414 -3.5440
*
```

Let us look at the natural (NBO) charges, expressed in e, one per atom: atom 1 (Os): 0.21, atom 2 (C): -0.55, atom 3 (C): -0.55, atom 4 (S): 0.60, atom 5 (C): -0.56, atom 6 (C): -0.55, atom 7 (S): 0.56, atom 8 (C): -0.56, atom 9 (C): -0.54, atom 10 (S): 0.44, atom 11 (H): 0.30, atom 12 (H): 0.25, atom 13 (H): 0.29, atom 14 (H): 0.26, atom 15 (H): 0.24, atom 16 (H): 0.29, atom 17 (H): 0.30, atom 18 (H): 0.26, atom 19 (H): 0.24, atom 20 (H): 0.30, atom 21 (H): 0.30, atom 22 (H): 0.27, atom 23 (N): -0.86, atom 24 (C): 0.08, atom 25 (C): -0.22, atom 26 (C): -0.18, atom 27 (C): -0.19, atom 28 (C): -0.15, atom 29 (C): -0.26, atom 30 (H): 0.43, atom 31 (H): 0.43, atom 32 (H): 0.21, atom 33 (H): 0.25, atom 34 (H): 0.26, atom 35 (H): 0.26, atom 36 (H): 0.24, atom 37 (O): -0.60, atom 38 (C): 0.72, atom 39 (O): -0.45, atom 40 (C): 0.07, atom 41 (C): -0.17, atom 42 (C): -0.10, atom 43 (C): -0.28, atom 44 (S): 0.49, atom 45 (C): -0.06, atom 46 (C): -0.22, atom 47 (H): 0.49, atom 48 (H): 0.30, atom 49 (H): 0.26, atom 50 (H): 0.22, atom 51 (H): 0.24